(1)
{
  "formula": "C2ClF3S",
  "method": "ωB97M-V with the def2-TZVPD basis set",
  "species": ["C", "C", "F", "F", "F", "S", "Cl"],
  "xyz": [[0.993, 0.070, 0.491], [-1.363, -0.034, -0.461], [2.023, 0.731, 1.117], [1.206, -1.218, 0.957], [-2.634, 0.452, -0.551], [-0.505, 0.876, 0.597], [-0.954, -1.613, -0.957]],
  "total_energy_ha": -1234.03850,
  "homo_lumo_gap_ev": [8.721, 7.212],
  "e_above_lowest_kcal_mol": 67.34
}

---

(2)
{
  "formula": "C2ClFN2S",
  "method": "ωB97M-V with the def2-TZVPD basis set",
  "species": ["F", "C", "N", "S", "N", "C", "Cl"],
  "xyz": [[1.345, -2.386, 0.752], [1.056, -1.202, 0.332], [1.653, -0.177, 0.274], [1.970, 1.233, -0.204], [-0.950, 0.646, -1.131], [-1.883, 0.898, -0.470], [-3.191, 0.988, 0.449]],
  "total_energy_ha": -1143.81640,
  "homo_lumo_gap_ev": [7.647, 7.603],
  "smiles": "FC#[N+][S-].N#CCl"
}

---

(3)
{
  "formula": "C2ClNOS",
  "method": "ωB97M-V with the def2-TZVPD basis set",
  "species": ["C", "C", "N", "O", "S", "Cl"],
  "xyz": [[0.729, -1.223, 0.267], [-0.370, 1.395, -0.228], [0.399, -2.268, 0.516], [-1.403, 0.961, -0.665], [1.354, 0.307, -0.044], [-0.117, 2.977, 0.280]],
  "total_energy_ha": -1064.40805,
  "s_squared": 2.02,
  "homo_lumo_gap_ev": [7.063, 6.469],
  "e_above_lowest_kcal_mol": 25.22,
  "spin_multiplicity": 3
}

---

(4)
{
  "formula": "C2CoLiO4",
  "method": "ωB97M-V with the def2-TZVPD basis set",
  "species": ["O", "C", "O", "Li", "Co", "O", "O", "C"],
  "xyz": [[0.415, -1.160, -0.006], [-0.424, -0.255, -0.368], [-1.624, -0.526, -0.489], [-1.277, -2.136, 0.658], [2.237, -0.440, 0.064], [-0.743, 2.020, 0.310], [1.343, 1.283, -0.044], [0.073, 1.214, -0.124]],
  "total_energy_ha": -1767.47229,
  "s_squared": 6.00,
  "homo_lumo_gap_ev": [5.573, 8.371],
  "e_above_lowest_kcal_mol": 0.00,
  "spin_multiplicity": 5
}

---

(5)
{
  "formula": "C2CuFO",
  "method": "ωB97M-V with the def2-TZVPD basis set",
  "species": ["C", "C", "O", "F", "Cu"],
  "xyz": [[-0.990, -0.665, -0.726], [0.001, 0.236, -0.169], [-0.670, -0.759, 0.653], [-0.547, 1.501, 0.103], [2.205, -0.312, 0.140]],
  "total_energy_ha": -1891.57018,
  "homo_lumo_gap_ev": [7.631, 7.631],
  "e_above_lowest_kcal_mol": 45.37
}

---

(6)
{
  "formula": "C2ErF6NO2S2",
  "method": "ωB97M-V with the def2-TZVPD basis set",
  "species": ["Er", "N", "S", "O", "C", "F", "F", "F", "S", "O", "C", "F", "F", "F"],
  "xyz": [[-0.225, -2.555, -0.149], [-0.074, 1.038, 0.654], [-0.867, 0.688, -0.725], [-0.599, -0.724, -1.297], [-2.552, 0.365, 0.062], [-2.824, 1.271, 0.968], [-2.525, -0.847, 0.636], [-3.461, 0.372, -0.888], [1.185, 0.205, 1.195], [0.949, -1.326, 1.148], [2.507, 0.350, -0.173], [2.574, -0.756, -0.898], [2.239, 1.376, -0.957], [3.672, 0.545, 0.423]],
  "total_energy_ha": -2691.34684,
  "s_squared": 3.75,
  "homo_lumo_gap_ev": [6.766, 6.600],
  "total_charge": 2,
  "spin_multiplicity": 4
}

---

(7)
{
  "formula": "C2EuF2O3S",
  "method": "ωB97M-V with the def2-TZVPD basis set",
  "species": ["Eu", "S", "O", "C", "F", "F", "O", "C", "O"],
  "xyz": [[-0.879, -0.122, 1.771], [1.236, -0.280, -0.844], [1.194, 0.743, 0.510], [-0.402, -1.022, -0.534], [-1.265, -0.691, -1.581], [-0.290, -2.404, -0.673], [-0.622, 2.024, 0.874], [0.480, 2.107, 0.294], [1.046, 2.971, -0.328]],
  "total_energy_ha": -1610.13793,
  "s_squared": 15.76,
  "homo_lumo_gap_ev": [6.770, 6.856],
  "e_above_lowest_kcal_mol": 0.00,
  "spin_multiplicity": 8
}

---

(8)
{
  "formula": "C2F12NO8P2S2V3",
  "method": "ωB97M-V with the def2-TZVPD basis set",
  "species": ["V", "V", "V", "P", "O", "O", "O", "O", "P", "F", "F", "F", "F", "F", "F", "C", "F", "F", "F", "S", "O", "O", "N", "S", "O", "O", "C", "F", "F", "F"],
  "xyz": [[37.567, -22.733, -17.899], [34.395, -21.565, -19.388], [37.489, -21.357, -21.091], [36.182, -23.244, -19.979], [36.475, -21.867, -19.403], [37.710, -23.108, -19.976], [35.601, -22.289, -20.992], [35.534, -23.164, -18.628], [34.970, -18.700, -20.374], [34.089, -19.966, -20.836], [33.632, -17.930, -19.875], [35.087, -19.533, -18.961], [35.918, -17.522, -19.732], [36.310, -19.500, -20.829], [34.892, -17.898, -21.787], [41.385, -21.723, -18.957], [41.746, -22.273, -17.844], [42.489, -21.166, -19.505], [40.959, -22.671, -19.800], [39.928, -20.431, -18.762], [40.542, -19.118, -18.517], [39.152, -20.530, -20.023], [38.821, -21.123, -17.544], [39.169, -20.274, -16.229], [38.342, -20.851, -15.175], [40.593, -20.034, -15.950], [38.308, -18.489, -16.524], [38.411, -17.841, -15.394], [38.815, -17.770, -17.528], [37.014, -18.742, -16.802]],
  "total_energy_ha": -6242.06266,
  "s_squared": 25.09,
  "homo_lumo_gap_ev": [6.125, 8.100],
  "e_above_lowest_kcal_mol": 65.22,
  "total_charge": 1,
  "spin_multiplicity": 10
}